(1)
Entry from the Open Molecules 2025 dataset: one molecule with the formula C8H16N2OS (ωB97M-V/def2-TZVPD).

Output
- Relative energy (zero: lowest compared OMol25 entry of this formula, charge and spin): 2.792 eV
- Max |F|: 6.3 eV/Å
- Highest occupied orbital energy: -8.51 eV

```
! wB97M-V def2-TZVPD RIJCOSX def2/J DEFGRID3
* xyz 0 1
H -0.20 -2.32 -0.49
H -0.62 -0.66 4.48
C 1.98 2.02 -3.25
C -1.15 -1.14 3.39
H -1.83 -1.40 -0.98
H 1.63 -1.44 1.48
H 2.15 2.58 -4.12
H -1.80 -2.14 3.78
C -0.19 0.37 -1.59
S -0.86 -0.12 -3.01
C -0.95 -1.44 -0.22
H -2.32 -1.19 1.54
H -0.40 1.02 1.26
C 0.28 0.27 0.81
C 0.85 2.57 -2.46
H -1.77 -2.96 1.00
O 0.67 1.46 -1.41
C 0.71 -0.80 1.86
H 2.92 1.86 -2.67
N -0.34 -1.73 2.35
H 1.55 1.02 -3.87
H 0.09 2.38 -3.19
H 1.06 3.48 -2.03
H 1.06 -0.09 2.75
H -1.99 -0.30 3.00
N -0.33 -0.22 -0.35
H 1.16 0.80 0.69
C -1.37 -1.88 1.25
*
```

Atomic partial charges in e from the Löwdin method, atoms 1 to 8: 0.16 0.14 -0.12 -0.22 0.11 0.15 0.04 0.13

---

(2)
Entry from the Open Molecules 2025 dataset: a 5-piece molecular cluster, C4H19NO5 overall (ωB97M-V/def2-TZVPD).

Output
- Relative energy (zero: lowest compared OMol25 entry of this formula, charge and spin): 0.000 eV
- Max |F|: 2.6 eV/Å
- Highest occupied orbital energy (spin up / spin down): 0.42 / -7.17 eV
- <S²>: 0.75

```
! wB97M-V def2-TZVPD RIJCOSX def2/J DEFGRID3
* xyz -1 2
H 0.49 0.78 1.14
O 2.00 3.01 -0.73
O 2.31 0.08 -0.82
O 2.87 2.89 -3.68
H -1.88 -2.58 0.02
H 2.48 2.60 -2.85
H -2.61 -0.17 2.98
C -1.97 -1.64 0.56
H -0.64 -1.15 -1.60
H 0.13 -1.72 0.74
H -2.68 -0.99 0.04
H 1.58 -2.59 -1.20
H -3.92 -0.67 1.85
N -0.26 -0.55 -0.89
H 1.41 -0.24 -0.87
H 2.15 3.31 -4.14
O 2.36 -2.61 -0.66
O -2.28 -1.98 1.92
H 2.22 1.03 -0.89
H 1.17 3.47 -0.61
C -0.63 -0.99 0.47
C -0.41 0.23 1.43
H -1.22 0.95 1.36
H 2.64 -1.70 -0.60
H -3.69 -1.45 3.34
H 2.60 3.45 -0.12
H -0.34 -0.05 2.48
H -0.76 0.27 -1.19
C -3.13 -1.01 2.52
*
```

Atomic partial charges in e from the Löwdin method, atoms 1 to 8: 0.05 -0.27 -0.14 -0.15 0.12 -0.04 0.07 -0.22

---

(3)
Entry from the Open Molecules 2025 dataset: C39H35Cl8GeN5O2PSV as an isolated structure (ωB97M-V/def2-TZVPD).

Output
- Relative energy (zero: lowest compared OMol25 entry of this formula, charge and spin): 0.637 eV
- Max |F|: 0.9 eV/Å
- Highest occupied orbital energy (spin up / spin down): -10.27 / -10.22 eV
- <S²>: 0.82

```
! wB97M-V def2-TZVPD RIJCOSX def2/J DEFGRID3
* xyz 1 2
C 3.33 -1.45 -1.59
H 4.94 -4.09 -0.25
C 3.85 -2.24 3.46
C 4.31 -3.21 -0.22
H 0.80 5.14 0.92
C -4.09 -0.86 -0.44
H -5.63 -4.30 -1.27
H -3.68 0.11 -0.23
N 3.75 -4.82 3.52
C 4.86 -1.51 4.08
O 0.97 -1.35 -2.06
H -4.17 2.87 -4.58
Cl -2.98 1.80 3.91
C -2.69 3.30 -3.08
C 3.90 0.45 3.12
C 1.91 -1.03 -1.32
H -2.81 4.37 -3.18
Cl -2.28 2.47 0.97
H -1.21 3.51 -1.58
C -3.51 -1.67 -1.42
H 6.00 -1.92 -0.68
C -1.80 0.93 1.62
C 5.13 -1.94 -0.03
H -0.24 3.21 4.24
H 2.62 -3.50 -1.59
C -0.92 -2.58 -5.84
H 3.63 -1.01 -2.54
S 1.23 2.68 2.08
H -2.07 6.90 3.44
Ge 1.19 2.32 -0.56
Cl -0.33 -2.49 0.34
H -1.27 -3.84 -2.21
O 1.69 -0.30 -0.30
H -0.81 -2.22 -6.86
Cl -2.13 -0.91 5.16
H -0.24 -4.56 -6.29
C -1.18 -3.48 -3.23
C -2.13 0.65 2.94
C -1.54 -2.17 -3.55
C -4.07 -2.91 -1.72
C -3.33 1.09 -3.76
H -3.94 0.40 -4.33
C -1.39 -1.72 -4.86
C -0.96 -1.24 1.38
C -3.46 2.45 -3.88
C -2.38 0.61 -2.85
H 4.64 0.00 -0.78
C -5.22 -1.30 0.24
H 5.64 0.47 4.39
H 3.60 -3.34 0.61
Cl 1.34 1.40 -2.86
H -0.43 5.84 4.91
C -1.56 6.00 3.08
C -1.03 5.20 4.26
H 0.24 7.11 2.66
H 4.17 -3.28 -2.39
H 3.88 1.52 2.96
C -1.77 2.80 -2.17
C -1.58 1.42 -2.05
C 3.79 -3.67 3.53
H -5.67 -0.67 0.99
H 5.43 -1.73 0.99
C -1.79 -0.58 3.51
C 4.88 -0.13 3.91
N 2.94 -0.24 2.51
C -1.19 -1.55 2.71
H -1.84 4.78 4.85
C -0.73 -4.34 -4.22
H 2.09 -2.09 2.21
N 0.36 5.19 1.83
P -2.03 -1.03 -2.25
H 3.54 -0.57 0.26
H 5.61 -2.01 4.68
Cl 1.13 4.43 -1.21
H -2.29 5.40 2.53
C 0.39 4.10 2.57
N -0.22 4.10 3.75
C -5.20 -3.34 -1.03
H -1.62 -0.69 -5.11
N 4.19 -0.87 -0.49
Cl 3.43 2.21 -0.37
H -3.65 -3.53 -2.49
H -0.77 6.83 1.24
H -0.47 -5.36 -3.97
C 3.57 -2.97 -1.54
C -1.18 0.00 0.80
H -6.64 -2.89 0.48
V -0.21 0.12 -1.06
C -5.76 -2.54 -0.05
C -0.60 -3.89 -5.52
C -0.41 6.39 2.17
C 2.90 -1.55 2.70
Cl -0.77 -3.09 3.35
*
```

Atomic partial charges in e from the Löwdin method, atoms 1 to 8: -0.12 0.13 -0.22 -0.13 0.01 -0.08 0.11 0.09

---

(4)
Entry from the Open Molecules 2025 dataset: a 2-piece molecular cluster, C3H3FIO2 overall (ωB97M-V/def2-TZVPD).

Output
- Relative energy (zero: lowest compared OMol25 entry of this formula, charge and spin): 0.319 eV
- Max |F|: 2.4 eV/Å
- Highest occupied orbital energy: -3.59 eV

```
! wB97M-V def2-TZVPD RIJCOSX def2/J DEFGRID3
* xyz -1 1
F 1.46 0.50 2.01
I 3.15 -0.62 -0.10
H -0.68 0.52 0.54
C 0.17 0.00 0.09
C 1.45 0.60 0.63
C 1.83 2.47 -0.25
H 0.06 -1.07 0.30
O 1.89 2.26 -1.41
O 1.86 3.28 0.62
H 0.15 0.16 -0.98
*
```

Atomic partial charges in e from the Löwdin method, atoms 1 to 8: -0.14 0.57 0.07 -0.21 -0.77 -0.67 0.05 0.00

---

(5)
Entry from the Open Molecules 2025 dataset: C36H27F4N10O2SSn as an isolated structure (ωB97M-V/def2-TZVPD).

Output
- Max |F|: 1.1 eV/Å
- Highest occupied orbital energy: -15.68 eV

```
! wB97M-V def2-TZVPD RIJCOSX def2/J DEFGRID3
* xyz 3 1
O 0.71 -1.57 2.45
C -1.21 1.89 2.86
H 4.13 2.56 5.58
C 2.20 -1.52 -1.45
C -3.87 -0.22 -2.07
C -6.56 -0.46 -2.69
S -0.07 2.48 -0.46
H -3.25 4.29 -2.96
C 0.97 -3.93 2.16
C -5.88 -1.56 -2.34
C 5.50 -5.69 2.67
C 3.32 1.15 4.22
H 5.80 0.55 -1.31
N -1.36 -2.41 -0.69
N -4.56 -5.09 -1.72
H -1.31 2.09 3.92
N 3.83 -0.08 -1.71
H -0.09 -4.11 2.03
O 0.06 1.24 2.58
C 5.09 0.55 -2.14
H -2.57 2.89 -4.41
C 1.40 -2.60 2.42
H 3.73 -6.86 2.30
C -4.53 0.88 -2.45
H -1.98 1.19 2.55
F -6.52 -2.71 -2.28
N 3.19 -1.11 2.56
C 2.92 0.46 -0.90
H -1.49 4.64 -0.59
N -1.05 2.54 -2.95
H -3.50 5.30 -1.55
C 1.15 2.89 3.96
H -1.29 4.13 -4.33
H 2.23 4.13 5.32
C 3.31 2.32 4.93
H -2.35 5.82 -2.78
C 3.84 -3.47 2.53
C -2.43 -2.52 -1.10
C -4.27 -3.98 -1.66
H 5.61 -2.31 2.86
C 1.14 1.72 3.24
C -8.05 2.02 -3.31
C -6.63 1.98 -3.09
C -4.48 -1.53 -1.98
N -1.71 4.25 -1.49
C 5.20 -3.30 2.74
H 1.51 -5.94 2.01
H 7.08 -4.29 3.02
C 2.90 -2.37 2.54
F -3.85 2.01 -2.52
H 4.16 0.46 4.27
C 2.24 3.20 4.77
H 6.15 -6.56 2.74
C -1.50 3.06 -4.25
H 2.99 1.46 -0.48
H 4.91 1.56 -2.46
Sn -0.13 -0.12 0.25
N -9.19 2.10 -3.44
C 3.39 -1.34 -2.07
C 2.27 0.87 3.31
H 3.95 -1.98 -2.74
C -5.95 0.86 -2.77
H 5.51 -0.02 -2.96
C 6.03 -4.41 2.82
H -0.54 1.68 -2.98
C 3.30 -4.76 2.37
N 2.37 -0.19 2.43
C 4.14 -5.86 2.43
N -5.46 4.29 -3.31
N 1.91 -0.38 -0.71
H -0.95 2.54 -5.03
C -2.76 4.96 -2.26
C 1.87 -4.93 2.17
F -7.83 -0.57 -2.98
H 1.53 -2.37 -1.48
C -1.05 3.14 -1.77
F -2.56 -0.09 -1.80
C -5.99 3.27 -3.21
H -1.30 2.81 2.28
H 0.32 3.58 3.90
C -3.78 -2.63 -1.60
*
```

Atomic partial charges in e from the Löwdin method, atoms 1 to 8: -0.03 -0.04 0.13 -0.12 -0.12 -0.13 0.57 0.02

---

(6)
Entry from the Open Molecules 2025 dataset: a 2-piece molecular cluster, C5H11NO2 overall (ωB97M-V/def2-TZVPD).

Output
- Relative energy (zero: lowest compared OMol25 entry of this formula, charge and spin): 7.195 eV
- Max |F|: 4.7 eV/Å
- Highest occupied orbital energy: -7.86 eV

```
! wB97M-V def2-TZVPD RIJCOSX def2/J DEFGRID3
* xyz 0 1
H 1.01 2.94 -0.49
C 1.60 0.51 1.50
C 0.91 1.12 0.64
H -1.32 -2.47 -1.51
H 1.56 -0.76 -0.83
H 0.33 3.08 1.14
O 2.81 0.44 2.04
H -1.89 -0.61 0.87
H -2.66 -2.70 -0.40
C -1.26 -1.22 0.23
H -2.62 -1.27 -1.45
H -0.59 2.33 -0.21
C 0.39 2.44 0.25
H 3.14 1.31 2.32
N 0.68 -0.86 -1.34
O -0.28 -0.14 -0.53
H 0.78 -0.32 -2.20
H -0.60 -1.86 0.81
C -2.01 -1.94 -0.85
*
```

Atomic partial charges in e from the Löwdin method, atoms 1 to 8: 0.08 -0.15 -0.14 0.06 0.06 0.08 0.00 0.11

---

(7)
Entry from the Open Molecules 2025 dataset: a 2-piece molecular cluster, C3H10O3 overall (ωB97M-V/def2-TZVPD).

Output
- Relative energy (zero: lowest compared OMol25 entry of this formula, charge and spin): 1.293 eV
- Max |F|: 2.3 eV/Å
- Highest occupied orbital energy: -10.07 eV

```
! wB97M-V def2-TZVPD RIJCOSX def2/J DEFGRID3
* xyz 0 1
C 1.10 1.80 -0.88
H 4.84 2.76 -5.71
H 1.40 3.07 -3.20
H -0.26 2.51 -2.85
H 3.44 2.31 -5.19
C 0.00 0.00 0.00
H 0.77 -0.71 -0.35
H 1.52 1.79 0.15
H 1.84 1.33 -1.55
H 0.22 0.28 1.04
O 4.41 2.21 -5.02
O -0.10 1.16 -0.83
C 0.50 3.26 -2.59
O 0.89 3.16 -1.24
H 0.11 4.26 -2.84
H -0.98 -0.51 -0.03
*
```

Atomic partial charges in e from the Löwdin method, atoms 1 to 8: -0.32 0.05 0.08 0.09 0.04 -0.09 0.09 0.13

---

(8)
Entry from the Open Molecules 2025 dataset: a 3-piece molecular cluster, C18H24BNO12S overall (ωB97M-V/def2-TZVPD).

Output
- Max |F|: 3.5 eV/Å
- Highest occupied orbital energy: -9.29 eV

```
! wB97M-V def2-TZVPD RIJCOSX def2/J DEFGRID3
* xyz 0 1
H 4.17 -3.96 8.09
H -1.70 -1.46 -9.55
C -1.21 0.01 4.67
O -3.88 0.32 3.81
C -1.72 1.18 -0.22
O -0.39 -3.20 -8.09
C 0.04 -0.22 -6.21
H 0.67 -3.25 -6.26
C -1.24 -1.07 -8.66
C 2.48 -1.73 6.04
C 0.12 -1.50 -6.56
O -2.19 -0.05 -0.84
C 3.93 -3.08 7.51
H 6.22 -0.10 7.35
H -1.19 4.40 -3.55
H 0.10 1.35 -1.43
O -0.76 1.92 -6.80
C 2.79 -2.96 6.83
H -0.70 2.87 -4.38
O -1.99 1.11 -9.07
S -2.60 -1.11 0.41
H -1.77 -0.46 5.50
H -0.41 2.88 -0.65
O -3.51 -2.07 -0.27
H -1.42 -1.73 3.37
H 3.21 0.26 5.50
C -1.32 0.21 -8.31
C -0.50 -2.02 -7.81
H 1.15 -3.61 6.25
O 5.50 0.23 6.79
C 4.59 -0.76 6.75
H -2.02 1.62 -2.98
H -0.12 -0.05 4.91
C -0.78 1.98 -1.18
H 0.48 0.17 -5.31
N 0.68 3.57 -2.95
C -1.54 -0.63 3.25
H -1.90 1.96 -8.60
C -0.72 3.41 -3.39
H -1.09 0.87 0.65
H -2.54 1.81 0.18
H -1.52 1.08 4.63
H -0.73 -0.25 2.58
O -3.56 -0.28 1.49
H 0.90 4.54 -2.78
H -2.42 3.10 -2.02
O 5.97 -2.06 8.11
O 1.87 -3.94 6.81
H -4.08 1.22 3.53
C -0.68 0.73 -7.07
O 1.44 -1.67 5.41
O 0.76 -2.40 -5.79
C -1.58 2.49 -2.43
C 3.45 -0.64 6.06
H 1.33 3.17 -3.62
C 4.92 -1.99 7.51
B -3.02 -0.20 2.80
*
```

Atomic partial charges in e from the Löwdin method, atoms 1 to 8: 0.14 0.14 -0.12 0.11 -0.27 0.12 0.08 0.12

---

(9)
Entry from the Open Molecules 2025 dataset: C41H41N9O2SScSe as an isolated structure (ωB97M-V/def2-TZVPD).

Output
- Relative energy (zero: lowest compared OMol25 entry of this formula, charge and spin): 0.000 eV
- Max |F|: 0.7 eV/Å
- Highest occupied orbital energy: -10.57 eV

```
! wB97M-V def2-TZVPD RIJCOSX def2/J DEFGRID3
* xyz 1 1
H -5.27 1.74 1.51
C -0.67 2.83 -0.01
H 0.93 -3.61 1.92
C 0.52 -3.34 0.94
C -0.75 0.30 4.03
C -2.96 1.28 -0.94
H 1.74 2.18 1.95
C 1.05 -1.23 4.29
C 5.35 -0.13 1.98
C 4.81 -1.20 -1.59
N -1.86 0.47 -1.38
C -0.98 -3.76 -1.95
H 4.41 1.50 3.00
C 4.50 -0.59 -0.25
H -1.61 4.75 -0.08
H 5.35 -2.14 -1.47
H -2.71 4.42 2.16
H 2.27 -1.46 2.55
H -0.91 -2.09 1.95
C 1.80 -3.92 -1.79
H -4.43 4.21 -1.87
N 0.67 -0.21 2.16
C -3.72 1.04 0.21
Sc 0.24 -0.15 -0.50
H 0.47 -4.27 0.38
H -1.44 2.57 -2.90
N 1.41 -2.43 0.21
C 0.66 0.16 -5.37
C -2.04 3.68 1.74
H 6.22 -1.52 0.60
C -1.45 3.86 0.51
C -1.87 -2.79 -1.18
C -1.76 2.52 2.46
C 1.76 0.44 -4.57
C 3.45 1.11 1.13
C -4.23 3.33 -1.27
C 4.40 0.86 2.12
N -0.41 1.71 0.66
H -1.60 -3.57 1.29
H 5.44 -0.50 -2.15
H 2.73 0.66 -4.97
C 1.58 0.42 -3.20
H 3.94 -1.38 -2.22
C -2.50 2.82 -2.95
H 1.67 -1.89 4.89
C -0.06 -0.61 4.83
C -0.89 1.59 1.91
C -3.24 2.45 -1.69
H 3.11 -2.47 -0.94
C -2.00 0.07 -2.67
O -3.04 -0.13 -3.29
C -0.34 0.49 2.71
Se -3.63 2.22 5.90
C -3.63 -0.22 1.04
H -0.26 2.90 -1.01
C 5.41 -0.82 0.78
N 2.31 0.35 -0.93
H -2.91 2.28 -3.81
H -2.69 -3.38 -0.75
H -0.69 -4.62 -1.36
O 3.71 1.22 -2.56
H -4.39 -0.21 1.81
C 1.37 -1.00 2.96
C 3.42 0.29 -0.01
H 2.20 2.65 0.31
H -2.67 -0.33 1.56
N -3.28 2.95 4.31
C -0.69 0.01 -3.41
C -2.33 2.24 3.77
H 1.41 -4.91 -1.52
C -4.69 1.96 0.61
C -4.96 3.10 -0.11
N -2.41 0.93 5.70
H 6.08 -0.32 2.76
N 0.39 0.19 -2.65
H -0.37 -0.77 5.85
C -0.87 -2.77 1.09
H -5.73 3.79 0.21
H -2.33 -2.09 -1.87
C 2.38 -3.18 -0.59
H 1.98 -1.90 0.86
H -1.49 -0.20 -5.37
H -3.81 -1.12 0.44
H 0.76 0.14 -6.44
S 0.51 -3.04 -2.69
C -0.59 -0.04 -4.79
H 2.92 -3.91 0.03
H -2.59 3.88 -3.15
H 3.19 3.14 1.69
H -1.60 -4.15 -2.76
N -1.24 -1.99 -0.10
H 2.61 -4.11 -2.49
H -1.98 -1.36 0.16
C -1.85 1.12 4.54
C 2.67 0.71 -2.20
C 2.59 2.33 1.27
*
```

Atomic partial charges in e from the Löwdin method, atoms 1 to 8: 0.11 -0.10 0.13 -0.18 -0.08 -0.18 0.06 0.00

---

(10)
Entry from the Open Molecules 2025 dataset: C19H17F5N2Ni as an isolated structure (ωB97M-V/def2-TZVPD).

Output
- Relative energy (zero: lowest compared OMol25 entry of this formula, charge and spin): 0.151 eV
- Max |F|: 2.6 eV/Å
- Highest occupied orbital energy (spin up / spin down): -7.17 / -8.27 eV
- <S²>: 2.01

```
! wB97M-V def2-TZVPD RIJCOSX def2/J DEFGRID3
* xyz 0 3
C 0.81 0.97 4.33
C -4.42 1.41 -0.42
H -4.59 -0.75 -0.27
C 1.95 -1.34 -1.33
H -2.21 0.88 0.36
C 0.69 -2.55 0.24
H -1.22 2.37 0.19
C 2.69 -2.48 -1.65
H -4.46 2.29 0.24
H 4.20 2.00 -3.74
C 2.16 0.72 4.48
C 1.59 2.23 -1.57
H 2.66 3.71 -2.70
F 4.22 0.10 3.46
F -1.12 1.10 3.00
H 1.15 -4.63 0.49
N 0.92 -1.40 -0.43
H -5.32 0.16 1.04
H -3.59 1.53 -1.11
H -1.64 1.40 -1.27
C 2.41 -3.68 -1.01
F 3.08 0.02 1.06
H -5.34 1.44 -1.01
H 3.49 -2.37 -2.38
C 3.26 0.36 -2.69
H -3.59 -0.09 1.04
F 2.74 0.79 5.69
N 1.38 0.93 -1.28
C 2.58 2.65 -2.46
C 0.90 0.47 1.92
H 2.99 -4.58 -1.25
H 0.91 2.93 -1.07
C 0.21 0.84 3.06
C -1.41 1.37 -0.20
H 3.89 -0.42 -3.10
H -0.08 -2.50 1.02
C 1.40 -3.72 -0.05
F 0.06 1.32 5.39
C -4.44 0.11 0.39
C 2.22 0.00 -1.82
C 3.43 1.70 -3.03
C 2.91 0.38 3.35
C 2.26 0.30 2.11
Ni -0.02 0.22 0.02
*
```

Atomic partial charges in e from the Löwdin method, atoms 1 to 8: -0.14 -0.18 0.06 -0.19 -0.05 -0.07 0.01 0.01

---

Copy entry 7 word for word.
Entry from the Open Molecules 2025 dataset: a 2-piece molecular cluster, C3H10O3 overall (ωB97M-V/def2-TZVPD).

Output
- Relative energy (zero: lowest compared OMol25 entry of this formula, charge and spin): 1.293 eV
- Max |F|: 2.3 eV/Å
- Highest occupied orbital energy: -10.07 eV

```
! wB97M-V def2-TZVPD RIJCOSX def2/J DEFGRID3
* xyz 0 1
C 1.10 1.80 -0.88
H 4.84 2.76 -5.71
H 1.40 3.07 -3.20
H -0.26 2.51 -2.85
H 3.44 2.31 -5.19
C 0.00 0.00 0.00
H 0.77 -0.71 -0.35
H 1.52 1.79 0.15
H 1.84 1.33 -1.55
H 0.22 0.28 1.04
O 4.41 2.21 -5.02
O -0.10 1.16 -0.83
C 0.50 3.26 -2.59
O 0.89 3.16 -1.24
H 0.11 4.26 -2.84
H -0.98 -0.51 -0.03
*
```

Atomic partial charges in e from the Löwdin method, atoms 1 to 8: -0.32 0.05 0.08 0.09 0.04 -0.09 0.09 0.13

---

Copy entry 10 word for word.
Entry from the Open Molecules 2025 dataset: C19H17F5N2Ni as an isolated structure (ωB97M-V/def2-TZVPD).

Output
- Relative energy (zero: lowest compared OMol25 entry of this formula, charge and spin): 0.151 eV
- Max |F|: 2.6 eV/Å
- Highest occupied orbital energy (spin up / spin down): -7.17 / -8.27 eV
- <S²>: 2.01

```
! wB97M-V def2-TZVPD RIJCOSX def2/J DEFGRID3
* xyz 0 3
C 0.81 0.97 4.33
C -4.42 1.41 -0.42
H -4.59 -0.75 -0.27
C 1.95 -1.34 -1.33
H -2.21 0.88 0.36
C 0.69 -2.55 0.24
H -1.22 2.37 0.19
C 2.69 -2.48 -1.65
H -4.46 2.29 0.24
H 4.20 2.00 -3.74
C 2.16 0.72 4.48
C 1.59 2.23 -1.57
H 2.66 3.71 -2.70
F 4.22 0.10 3.46
F -1.12 1.10 3.00
H 1.15 -4.63 0.49
N 0.92 -1.40 -0.43
H -5.32 0.16 1.04
H -3.59 1.53 -1.11
H -1.64 1.40 -1.27
C 2.41 -3.68 -1.01
F 3.08 0.02 1.06
H -5.34 1.44 -1.01
H 3.49 -2.37 -2.38
C 3.26 0.36 -2.69
H -3.59 -0.09 1.04
F 2.74 0.79 5.69
N 1.38 0.93 -1.28
C 2.58 2.65 -2.46
C 0.90 0.47 1.92
H 2.99 -4.58 -1.25
H 0.91 2.93 -1.07
C 0.21 0.84 3.06
C -1.41 1.37 -0.20
H 3.89 -0.42 -3.10
H -0.08 -2.50 1.02
C 1.40 -3.72 -0.05
F 0.06 1.32 5.39
C -4.44 0.11 0.39
C 2.22 0.00 -1.82
C 3.43 1.70 -3.03
C 2.91 0.38 3.35
C 2.26 0.30 2.11
Ni -0.02 0.22 0.02
*
```

Atomic partial charges in e from the Löwdin method, atoms 1 to 8: -0.14 -0.18 0.06 -0.19 -0.05 -0.07 0.01 0.01